[1]
Here is a 2-piece molecular cluster, C3H10NO overall from the OMol25 dataset. Energies are from the ωB97M-V functional and the def2-TZVPD basis.

Each atom is followed by the atoms it is bonded to, with distances in Å.
Positions of all 15 atoms, in Å:
1 C 2.47363 0.17918 0.54604  O2 1.362, H3 1.114, H4 1.110, H5 1.110
2 O 1.69508 -0.08948 -0.53901  C1 1.362
3 H 3.21488 0.99395 0.37753  C1 1.114
4 H 3.08556 -0.68729 0.87366  C1 1.110
5 H 1.90663 0.51692 1.43824  C1 1.110
6 C -1.30646 0.77220 0.54056  N7 1.437, H9 1.101, H10 1.113, H11 1.093
7 N -0.71773 -0.45548 0.07995  C6 1.437, C8 1.430, H12 1.194
8 C -1.43916 -0.95928 -1.04781  N7 1.430, H13 1.111, H14 1.093, H15 1.108
9 H -2.37197 0.65036 0.79121  C6 1.101
10 H -1.24372 1.58805 -0.21419  C6 1.113
11 H -0.76450 1.14314 1.41456  C6 1.093
12 H 0.43581 -0.29436 -0.18462  N7 1.194
13 H -1.47212 -0.26365 -1.91330  C8 1.111
14 H -1.00653 -1.90540 -1.38202  C8 1.093
15 H -2.48939 -1.18887 -0.78079  C8 1.108

highest occupied orbital energy	-2.68	eV
multiplicity	1
energy relative to the best compared isomer or geometry (same formula, charge and spin)	92.1	kJ/mol
gap between HOMO and LUMO	7.261	eV
net charge	-1

[2]
Here is a 2-piece molecular cluster, C3H10NO overall from the OMol25 dataset. Energies are from the ωB97M-V functional and the def2-TZVPD basis.

Each atom is followed by the atoms it is bonded to, with distances in Å.
Positions of all 15 atoms, in Å:
1 C -4.91883 0.95889 -0.43546  O2 1.348, H3 1.133, H4 1.213, H5 1.218
2 O -4.66283 2.10613 -1.09583  C1 1.348
3 H -4.71621 0.93015 0.67921  C1 1.133
4 H -6.09794 0.67531 -0.44022  C1 1.213
5 H -4.61165 -0.09838 -0.95527  C1 1.218
6 C 2.43806 0.01966 0.84968  N7 1.526, H9 1.084, H10 1.082, H11 1.074
7 N 3.70091 -0.82866 0.73215  C6 1.526, C8 1.432, H12 1.028
8 C 3.54411 -1.89469 -0.21117  N7 1.432, H13 1.126, H14 1.110, H15 1.081
9 H 2.05782 0.55984 -0.01035  C6 1.084
10 H 1.65349 -0.56514 1.31220  C6 1.082
11 H 2.57571 0.72198 1.64986  C6 1.074
12 H 3.79279 -1.31848 1.63134  N7 1.028
13 H 2.83533 -2.66603 0.20288  C8 1.126
14 H 4.47893 -2.35602 -0.59243  C8 1.110
15 H 3.04789 -1.43474 -1.05395  C8 1.081

highest occupied orbital energy (alpha / beta)	3.23 / -0.15	eV
multiplicity	2
energy relative to the best compared isomer or geometry (same formula, charge and spin)	63.5	kJ/mol
gap between HOMO and LUMO (alpha / beta)	3.231 / 6.517	eV
net charge	-2

[3]
Here is a 2-piece molecular cluster, C3H10NO overall from the OMol25 dataset. Energies are from the ωB97M-V functional and the def2-TZVPD basis.

Each atom is followed by the atoms it is bonded to, with distances in Å.
Positions of all 15 atoms, in Å:
1 C -2.51153 0.51470 -0.59498  C2 1.498, H5 1.082, H6 1.092, H7 1.103
2 C -1.21246 -0.22606 -0.51340  C1 1.498, C3 1.308, H8 1.077
3 C -0.04119 0.35476 -0.56411  C2 1.308, N4 1.462, H9 1.074
4 N 1.22518 -0.37217 -0.49769  C3 1.462, H10 1.045, H11 1.072, H12 1.043
5 H -2.41328 1.59200 -0.59916  C1 1.082
6 H -3.15588 0.20339 0.23050  C1 1.092
7 H -3.02096 0.20503 -1.52310  C1 1.103
8 H -1.26751 -1.27253 -0.26375  C2 1.077
9 H 0.05035 1.41370 -0.72106  C3 1.074
10 H 1.01701 -1.39164 -0.40358  N4 1.045
11 H 1.75170 -0.13122 0.40424  N4 1.072
12 H 1.82177 -0.29639 -1.35035  N4 1.043
13 H 3.37109 -0.21286 2.12271  O15 0.961
14 H 1.89529 -0.33899 2.49569  O15 0.979
15 O 2.49043 -0.04170 1.77803  H13 0.961, H14 0.979

highest occupied orbital energy (alpha / beta)	-2.31 / -8.22	eV
multiplicity	2
energy relative to the best compared isomer or geometry (same formula, charge and spin)	250.3	kJ/mol
gap between HOMO and LUMO (alpha / beta)	2.647 / 8.570	eV
net charge	0

[4]
Here is a 2-piece molecular cluster, C3H10NO overall from the OMol25 dataset. Energies are from the ωB97M-V functional and the def2-TZVPD basis.

Each atom is followed by the atoms it is bonded to, with distances in Å.
Positions of all 15 atoms, in Å:
1 C -3.07618 0.14825 -0.20105  N5 1.460, H6 1.096, H7 1.087, H13 1.095
2 C 0.81419 -0.44583 -0.83457  C3 1.447, H8 1.088, H9 1.093
3 C 1.96241 0.34471 -0.44710  C2 1.447, O4 1.460, H10 1.105, H11 1.103
4 O 2.49456 -0.08423 0.84283  C3 1.460, H12 0.951
5 N -1.84606 0.03415 0.57749  C1 1.460, H14 1.000, H15 1.012
6 H -2.80776 -0.19835 -1.20521  C1 1.096
7 H -3.91527 -0.45818 0.13068  C1 1.087
8 H 0.65887 -1.32609 -0.21430  C2 1.088
9 H 0.56488 -0.60407 -1.88645  C2 1.093
10 H 2.82282 0.25236 -1.13434  C3 1.105
11 H 1.79477 1.42685 -0.31134  C3 1.103
12 H 2.02040 -0.88170 1.05348  O4 0.951
13 H -3.37619 1.19114 -0.34819  C1 1.095
14 H -1.07942 0.43102 0.07275  N5 1.000
15 H -1.86315 0.36084 1.53562  N5 1.012

highest occupied orbital energy	-13.65	eV
multiplicity	1
energy relative to the best compared isomer or geometry (same formula, charge and spin)	503.3	kJ/mol
gap between HOMO and LUMO	5.112	eV
net charge	+1

[5]
Here is a 2-piece molecular cluster, C3H10NO overall from the OMol25 dataset. Energies are from the ωB97M-V functional and the def2-TZVPD basis.

Each atom is followed by the atoms it is bonded to, with distances in Å.
Positions of all 15 atoms, in Å:
1 C 1.84045 0.55009 -1.90269  C2 1.494, H5 1.105, H6 1.102, H7 1.077
2 C 0.54111 0.67661 -1.17720  C1 1.494, C3 1.331, H8 1.081
3 C 0.00389 -0.24078 -0.37554  C2 1.331, N4 1.488, H9 1.082
4 N -1.30725 -0.03303 0.29663  C3 1.488, H10 1.024, H11 1.047, H12 1.024
5 H 2.40612 -0.26014 -1.40878  C1 1.105
6 H 2.49117 1.42732 -1.75810  C1 1.102
7 H 1.57344 0.25758 -2.90453  C1 1.077
8 H -0.15380 1.37954 -1.61404  C2 1.081
9 H 0.20041 -1.30023 -0.46987  C3 1.082
10 H -1.98996 0.66994 -0.00164  N4 1.024
11 H -1.18271 0.09771 1.32784  N4 1.047
12 H -1.86932 -0.88880 0.26200  N4 1.024
13 H -0.94133 -1.51387 2.88584  O15 0.951
14 H -1.02269 -0.17331 3.77652  O15 0.960
15 O -0.58953 -0.64863 3.06357  H13 0.951, H14 0.960

highest occupied orbital energy	-14.45	eV
multiplicity	1
energy relative to the best compared isomer or geometry (same formula, charge and spin)	133.5	kJ/mol
gap between HOMO and LUMO	10.863	eV
net charge	+1

[6]
Here is a 2-piece molecular cluster, C3H10NO overall from the OMol25 dataset. Energies are from the ωB97M-V functional and the def2-TZVPD basis.

Each atom is followed by the atoms it is bonded to, with distances in Å.
Positions of all 15 atoms, in Å:
1 C 0.27361 1.40137 2.00933  N2 1.511, H3 1.081, H4 1.091, H5 1.090
2 N 0.16712 0.25623 1.03008  C1 1.511, H6 1.021, H7 1.021, H8 1.020
3 H -0.14274 2.28751 1.55124  C1 1.081
4 H 1.33071 1.47570 2.26755  C1 1.091
5 H -0.12925 1.10120 2.97661  C1 1.090
6 H -0.63472 0.43329 0.42277  N2 1.021
7 H 0.98165 0.12222 0.42847  N2 1.021
8 H -0.02351 -0.66773 1.41710  N2 1.020
9 C 0.37648 -0.27837 -2.15567  C10 1.334, H12 1.088, H13 1.087
10 C -0.14771 -1.35188 -1.56105  C9 1.334, O11 1.389, H14 1.088
11 O -1.26965 -1.17646 -0.76183  C10 1.389, H15 0.965
12 H -0.02019 0.72477 -2.01414  C9 1.088
13 H 1.34054 -0.35227 -2.65152  C9 1.087
14 H -0.01201 -2.36284 -1.93930  C10 1.088
15 H -2.09033 -1.61272 -1.01962  O11 0.965

highest occupied orbital energy	-13.80	eV
multiplicity	1
energy relative to the best compared isomer or geometry (same formula, charge and spin)	130.9	kJ/mol
gap between HOMO and LUMO	10.412	eV
net charge	+1

[7]
Here is a 2-piece molecular cluster, C3H10NO overall from the OMol25 dataset. Energies are from the ωB97M-V functional and the def2-TZVPD basis.

Each atom is followed by the atoms it is bonded to, with distances in Å.
Positions of all 15 atoms, in Å:
1 C -3.68739 -0.30890 0.11071  N2 1.541, H3 1.085, H4 1.084, H5 1.080
2 N -3.63466 0.53251 -1.17926  C1 1.541, H6 1.020, H7 1.014, H8 1.022
3 H -3.74499 -1.34387 -0.21023  C1 1.085
4 H -4.58118 -0.06419 0.67296  C1 1.084
5 H -2.80178 -0.10085 0.69190  C1 1.080
6 H -3.10519 -0.00325 -1.86690  N2 1.020
7 H -4.58423 0.74376 -1.46452  N2 1.014
8 H -3.07848 1.36625 -0.98008  N2 1.022
9 O 2.47220 -0.37918 0.01400  C10 1.202
10 C 3.41980 0.18830 0.48710  O9 1.202, C11 1.499, H12 1.107
11 C 4.76704 -0.42194 0.72944  C10 1.499, H13 1.092, H14 1.088, H15 1.081
12 H 3.28927 1.27932 0.61802  C10 1.107
13 H 5.48004 0.40097 0.64781  C11 1.092
14 H 4.85847 -0.72632 1.76982  C11 1.088
15 H 4.93110 -1.16261 -0.04076  C11 1.081

highest occupied orbital energy	-11.92	eV
multiplicity	1
energy relative to the best compared isomer or geometry (same formula, charge and spin)	107.1	kJ/mol
gap between HOMO and LUMO	7.838	eV
net charge	+1